Entry 1:
Here is an isolated molecule of C6H8N2O3 from the OMol25 dataset. Energies are from ωB97M-V/def2-TZVPD.

ORCA input file:
```
! RIJCOSX wB97M-V def2-TZVPD def2/J DEFGRID3
* xyz 0 1
O 1.8973 -2.7421 0.5178
C 1.5622 -1.6517 0.1249
C 1.8819 -0.2514 0.5583
C 1.0956 0.2002 -0.6968
C -0.0970 1.2372 -0.6640
N -0.7695 1.2595 0.6001
C -1.4958 0.1792 0.9657
O -3.0865 0.3053 0.4776
C -2.3196 -0.5854 -0.0131
O -2.2664 -1.3000 -0.9437
N 0.6808 -1.1884 -0.9168
H 1.3557 0.0438 1.4066
H 2.8954 0.1522 0.7443
H 1.7894 0.6050 -1.5399
H 0.1420 2.2524 -0.7497
H -0.6498 0.9824 -1.5639
H -1.0268 2.2076 1.0281
H -1.5766 -0.0575 2.0738
H -0.0123 -1.6484 -1.4093
*
```

Calculated values
HOMO = -9.5 eV
Energy = -15471.903 eV
SMILES = O=C1C[C@H](CN[C@H]2OC2=O)N1

These are the Mulliken partial charges, in e, on atoms 1 to 8:
1 O -0.606
2 C 0.383
3 C -0.624
4 C 0.136
5 C -0.948
6 N -0.198
7 C -0.264
8 O -0.435


Entry 2:
Here is a cluster of 2 separate species, C3H12N2OS in total from the OMol25 dataset. Energies are from ωB97M-V/def2-TZVPD.

ORCA input file:
```
! RIJCOSX wB97M-V def2-TZVPD def2/J DEFGRID3
* xyz 0 1
N 1.9056 0.2063 -1.3994
C 0.7434 -0.1467 -0.4813
C -0.5481 0.4446 -0.8496
N -1.2719 -0.4156 -1.7638
C -1.4250 0.5652 0.2619
S -1.0421 1.8844 1.5571
H 1.8796 0.9349 -2.1250
H 2.7864 0.2796 -0.8407
H 1.0520 0.4043 0.3806
H 0.8061 -1.2754 -0.2126
H -0.4516 1.3677 -1.3938
H -1.7994 -1.0039 -1.1400
H -0.5868 -1.1137 -1.9567
H -1.2375 -0.2538 0.9244
H -2.5152 0.5597 -0.0166
H -0.3785 2.4327 0.5796
O 0.4765 -1.5698 2.5089
H 0.3050 -1.3372 3.5096
H 1.3013 -1.9635 2.4575
*
```

Calculated values
HOMO = -8.7 eV
Energy = -19166.529 eV
SMILES = NC[C@@H](N)CS.O

These are the Mulliken partial charges, in e, on atoms 1 to 8:
1 N -0.560
2 C -0.400
3 C 0.225
4 N -0.814
5 C -1.051
6 S -0.221
7 H 0.206
8 H 0.221


Record-wise ΔE to the lowest compared entry with this formula, charge and spin values, in kcal per mole: 69.9 51.0